No. 1
{
  "formula": "C6H10N2O2",
  "method": "ωB97M-V/def2-TZVPD",
  "elements": ["C", "C", "C", "C", "C", "C", "N", "N", "O", "O", "H", "H", "H", "H", "H", "H", "H", "H", "H", "H"],
  "positions_angstrom": [[1.8782, 0.2659, -2.1341], [3.8813, -0.4994, 0.9621], [0.5145, -1.7471, 1.2696], [0.4334, 1.9428, -1.5764], [-0.0323, -0.3322, 1.3291], [-0.4595, 0.3393, 0.0266], [2.9094, 0.2250, -1.6180], [0.3418, 1.3328, -0.3914], [3.9640, -1.5906, 0.6196], [3.8664, 0.5523, 1.4119], [1.3847, -1.7455, 0.4517], [1.0603, -1.8284, 2.1865], [-0.2456, -2.4169, 1.0398], [-0.2252, 1.7901, -2.4260], [0.9928, 2.8259, -1.5528], [0.7317, 0.3432, 1.8474], [-0.8537, -0.2511, 2.0352], [-0.8425, -0.2949, -0.7288], [1.0263, 0.1310, -2.6952], [0.8555, 1.8724, 0.3181]],
  "e_tot_ha": -494.4933,
  "e_homo_ha": [-0.25688, -0.25686],
  "de_lowest_kcal_mol": 94.4,
  "gap_ev": [7.6480, 7.6497],
  "spin_multiplicity": 1
}

=====

No. 2
{
  "formula": "C26H23IrN4O4S2",
  "method": "ωB97M-V/def2-TZVPD",
  "elements": ["Ir", "O", "C", "C", "C", "C", "C", "C", "C", "N", "C", "C", "N", "C", "C", "C", "C", "C", "C", "C", "O", "H", "H", "H", "H", "H", "H", "H", "H", "H", "H", "H", "H", "H", "H", "O", "C", "C", "C", "C", "C", "C", "C", "O", "N", "N", "C", "S", "C", "C", "S", "H", "H", "H", "H", "H", "H", "H", "H", "H"],
  "positions_angstrom": [[-0.0797, -0.1347, -0.0724], [1.8810, 0.4048, 0.4102], [2.5128, -0.3190, 1.2968], [3.5366, 0.3055, 2.0516], [4.2488, -0.3682, 3.0109], [4.0215, -1.7276, 3.2704], [3.0893, -2.3819, 2.5085], [2.3263, -1.7128, 1.5338], [1.5654, -2.5059, 0.6059], [0.6798, -2.0051, -0.1696], [0.2899, -2.6408, -1.4217], [0.6689, -1.6084, -2.4905], [0.0517, -0.3505, -2.0770], [-0.6639, 0.3382, -2.8886], [-1.4696, 1.4857, -2.5716], [-2.2568, 1.9946, -3.6252], [-3.0921, 3.0669, -3.4583], [-3.1507, 3.6749, -2.1950], [-2.3945, 3.2136, -1.1491], [-1.5253, 2.1054, -1.2886], [-0.8193, 1.7617, -0.2522], [3.7362, 1.3488, 1.8488], [5.0068, 0.1646, 3.5726], [4.5937, -2.2514, 4.0231], [2.9328, -3.4478, 2.6353], [1.8497, -3.5504, 0.4681], [-0.7862, -2.8192, -1.4253], [0.8316, -3.5758, -1.5773], [0.3373, -1.9080, -3.4867], [1.7545, -1.4881, -2.4876], [-0.6781, 0.0204, -3.9320], [-2.1944, 1.5069, -4.5923], [-3.6937, 3.4345, -4.2774], [-3.8084, 4.5215, -2.0391], [-2.4425, 3.6795, -0.1734], [-3.9222, -1.5615, 3.4698], [-4.4429, -1.9056, 2.2807], [-5.6857, -2.5418, 2.2884], [-6.2851, -2.9255, 1.1073], [-5.6601, -2.6857, -0.1146], [-4.4312, -2.0595, -0.1281], [-3.8017, -1.6612, 1.0540], [-2.4843, -0.9961, 0.9658], [-1.9644, -0.8708, -0.2158], [-1.9261, -0.5829, 2.0738], [-0.7215, 0.1078, 1.8579], [-0.4954, 1.0245, 2.7273], [0.8587, 2.1220, 2.6623], [0.1464, 3.2609, 3.8770], [-0.5570, 2.4339, 4.9299], [-1.6188, 1.2562, 4.0558], [-3.0513, -1.1336, 3.2998], [-6.1571, -2.7196, 3.2458], [-7.2502, -3.4156, 1.1352], [-6.1322, -2.9826, -1.0412], [-3.9278, -1.8534, -1.0626], [-0.5534, 3.9277, 3.3729], [0.9660, 3.8474, 4.2914], [-1.2008, 3.0443, 5.5626], [0.1556, 1.8941, 5.5528]],
  "e_tot_ha": -2425.3399,
  "e_homo_ha": -0.27403,
  "gap_ev": 7.6278,
  "spin_multiplicity": 1
}

=====

No. 3
{
  "formula": "C11H6AgClN2O4",
  "method": "ωB97M-V/def2-TZVPD",
  "elements": ["Ag", "O", "C", "O", "C", "C", "Cl", "N", "N", "C", "C", "O", "O", "C", "C", "C", "C", "C", "C", "H", "H", "H", "H", "H", "H"],
  "positions_angstrom": [[0.2924, -0.3759, -0.1484], [-3.5744, -1.8812, 4.1148], [-3.6459, -0.6212, 3.7178], [-4.0694, 0.2666, 4.4095], [-3.2090, -0.3360, 2.3114], [-3.8401, 0.5443, 1.4603], [-5.2276, 1.4653, 1.7872], [-3.0937, 0.6511, 0.3246], [-1.9880, -0.1143, 0.4359], [-2.0594, -0.7283, 1.6058], [-1.0626, -1.7980, 2.0281], [-1.4642, -2.5928, 2.8807], [0.0718, -1.8062, 1.4654], [-3.3284, 1.3995, -0.8698], [-4.6201, 1.7050, -1.2783], [-4.8185, 2.4681, -2.4192], [-3.7425, 2.9124, -3.1698], [-2.4576, 2.5569, -2.7883], [-2.2485, 1.8027, -1.6467], [-2.7899, -2.2890, 3.6566], [-5.4714, 1.3401, -0.7288], [-5.8290, 2.7042, -2.7246], [-3.9037, 3.5096, -4.0569], [-1.6090, 2.8629, -3.3857], [-1.2506, 1.4699, -1.4076]],
  "e_tot_ha": -1440.4162,
  "e_homo_ha": -0.35262,
  "gap_ev": 7.9562,
  "spin_multiplicity": 1
}

=====

No. 4
{
  "formula": "C21H28FOSi",
  "method": "ωB97M-V/def2-TZVPD",
  "elements": ["C", "C", "C", "C", "C", "O", "Si", "C", "C", "C", "H", "H", "H", "H", "H", "H", "H", "H", "H", "H", "H", "H", "H", "H", "H", "H", "H", "H", "F", "C", "C", "C", "C", "C", "C", "C", "C", "C", "C", "C", "C", "C", "H", "H", "H", "H", "H", "H", "H", "H", "H", "H"],
  "positions_angstrom": [[-3.1458, 1.4630, 2.9153], [-2.1042, 1.0988, 1.8504], [-1.3353, -0.1294, 2.2213], [-1.7325, -1.4007, 1.8505], [-1.0270, -2.5539, 2.4818], [-0.2399, 0.0394, 2.9682], [1.4364, 0.5147, 2.2162], [1.8011, 2.1782, 2.9471], [2.5252, -0.8316, 2.8739], [1.1877, 0.5045, 0.3755], [-3.7050, 2.3605, 2.6144], [-3.8602, 0.6389, 3.0484], [-2.6554, 1.6706, 3.8779], [-2.6052, 0.8957, 0.8970], [-1.4209, 1.9504, 1.7047], [-2.7778, -1.5009, 1.5712], [-1.5365, -3.4840, 2.2066], [0.0176, -2.6147, 2.1322], [-0.9856, -2.5051, 3.5909], [2.7614, 2.5323, 2.5392], [1.0259, 2.9202, 2.7070], [1.8907, 2.1158, 4.0423], [3.5346, -0.6927, 2.4586], [2.5888, -0.7766, 3.9706], [2.1666, -1.8334, 2.6001], [2.1703, 0.6932, -0.0824], [0.8144, -0.4615, 0.0088], [0.4953, 1.2897, 0.0419], [-3.6016, -7.4790, 1.4026], [-3.3626, -6.2547, 0.8316], [-2.1285, -6.0273, 0.2276], [-1.8834, -4.7593, -0.2909], [-2.8238, -3.6908, -0.1536], [-2.3628, -2.3509, -0.4444], [-3.1419, -1.2754, -1.0189], [-2.4423, -0.3005, -1.8025], [-3.0334, 0.9067, -2.1472], [-4.3528, 1.1809, -1.7664], [-5.0869, 0.2095, -1.0796], [-4.5173, -1.0250, -0.7649], [-4.0913, -4.0179, 0.3876], [-4.3528, -5.2865, 0.9005], [-1.3849, -6.8150, 0.1728], [-0.9372, -4.5601, -0.7869], [-1.3080, -2.3160, -0.7350], [-1.4164, -0.5214, -2.1092], [-2.4657, 1.6403, -2.7221], [-4.8158, 2.1364, -2.0259], [-6.1212, 0.4026, -0.7955], [-5.1396, -1.7747, -0.2937], [-4.8710, -3.2653, 0.4662], [-5.3236, -5.5100, 1.3617]],
  "e_tot_ha": -1281.3538,
  "total_charge": 1,
  "e_homo_ha": -0.41489,
  "de_lowest_kcal_mol": 0.0,
  "gap_ev": 5.8438,
  "spin_multiplicity": 1
}

=====

No. 5
{
  "formula": "C6H12O",
  "method": "ωB97M-V/def2-TZVPD",
  "elements": ["C", "C", "C", "C", "C", "C", "H", "H", "H", "H", "H", "H", "H", "H", "H", "H", "O", "H", "H"],
  "positions_angstrom": [[0.7590, 1.3910, -1.7827], [-0.5274, 1.4594, -1.2236], [-0.8219, 0.7366, 0.0034], [0.4360, 0.4229, 0.8110], [0.4583, -0.4690, 1.8529], [1.6100, -0.8000, 2.7568], [1.2766, 2.1253, -2.4041], [1.5966, 0.7633, -1.6454], [-1.2840, 2.1294, -1.5558], [-1.3437, -0.1901, -0.2759], [-1.5705, 1.3923, 0.4913], [1.4313, 0.8858, 0.6112], [-0.4934, -1.0522, 2.0593], [1.0309, -1.2566, 3.5784], [2.0635, 0.1554, 3.0801], [2.4196, -1.2548, 2.2049], [-2.5923, -1.7916, -3.0304], [-2.6817, -2.2654, -2.2014], [-1.7669, -2.3817, -3.3301]],
  "smiles": "C=CC/C=C/C.O",
  "e_tot_ha": -310.9329,
  "e_homo_ha": -0.32027,
  "de_lowest_kcal_mol": 79.3,
  "gap_ev": 9.4381,
  "spin_multiplicity": 1
}

=====

No. 6
{
  "formula": "C6H12O",
  "method": "ωB97M-V/def2-TZVPD",
  "elements": ["C", "C", "C", "C", "C", "C", "O", "H", "H", "H", "H", "H", "H", "H", "H", "H", "H", "H", "H"],
  "positions_angstrom": [[0.3451, -2.6775, -0.1962], [-0.4022, -1.4195, -0.4606], [-0.1450, -0.1960, 0.6827], [-0.7193, 1.0744, 0.3529], [-0.0757, 2.3119, 0.9208], [0.0974, 1.9893, -0.5176], [1.3836, 1.6154, -0.8944], [1.4129, -2.4691, -0.0811], [0.0152, -3.1271, 0.7428], [0.2338, -3.4022, -1.0041], [-1.4624, -1.6504, -0.6157], [-0.0728, -0.9717, -1.4049], [0.9144, -0.1922, 0.8982], [-0.6618, -0.8523, 1.4605], [-1.7917, 1.1216, 0.1901], [0.7913, 2.1742, 1.5596], [-0.7134, 3.1459, 1.1934], [-0.4430, 2.5912, -1.2483], [1.2936, 0.9342, -1.5781]],
  "smiles": "CCC[C@H]1C[C@H]1O",
  "e_tot_ha": -310.9897,
  "e_homo_ha": -0.33988,
  "de_lowest_kcal_mol": 43.6,
  "gap_ev": 10.2158,
  "spin_multiplicity": 1
}

=====

no.,molecular weight (Da),strongest force on any atom (eV/A)
1,142.2,4.7
2,711.8,0.6
3,373.5,0.5
4,343.5,2.8
5,100.2,5.6
6,100.2,6.5